# 1
Molecular formula: H8N2Si2
Method: DFT, the ωB97M-V functional and the def2-TZVPD basis

As for the total energy: -18864.6942 eV. Its structure (SMILES) is N[SiH2]N[SiH3]. The HOMO energy is -8.992 eV. The LUMO energy is 0.729 eV.

Geometry as XYZ:
```
12
Properties=species:S:1:pos:R:3:forces:R:3:nbo_charge:R:1
N 0.2125 1.3526 -2.2479 0.612 4.122 -0.776 -1.345
Si -0.4643 0.1955 -1.2536 0.671 -2.845 1.427 1.556
N -0.0491 0.4023 0.4210 0.340 -3.695 1.818 -1.443
Si -0.0882 -0.9837 1.9871 -1.784 1.481 -2.494 1.005
H 0.2904 1.4031 -3.2718 -0.103 -0.500 0.944 0.415
H 0.0832 2.3843 -1.9158 0.344 -2.613 -0.748 0.398
H -1.8882 0.3260 -1.2265 -1.219 -0.248 -0.495 -0.262
H 0.0701 -1.2737 -1.5972 -0.757 1.551 0.048 -0.217
H -0.2214 1.3164 0.7274 -0.319 1.426 0.976 0.376
H -0.4912 -2.4784 1.4813 0.256 2.107 0.586 -0.133
H 1.2536 -0.9816 2.3739 1.615 -0.225 0.417 -0.201
H -0.8274 -0.4600 3.2999 0.344 -0.559 -1.702 -0.148
```
Positions in Å, forces in eV/Å.

---

# 2
Molecular formula: C8H17O4PS
Method: DFT, the ωB97M-V functional and the def2-TZVPD basis

As for the total energy: -36883.2086 eV. The HOMO energy is -8.986 eV. The LUMO energy is 0.468 eV.

Geometry as XYZ:
```
31
Properties=species:S:1:pos:R:3:forces:R:3:nbo_charge:R:1
C 1.8164 1.7112 -1.2192 -0.190 -0.231 0.850 -0.454
C 2.2997 0.3930 -1.7323 -0.985 -1.702 0.005 -0.449
C 1.5511 0.4868 -0.4106 -2.728 -1.460 0.616 -0.433
C 0.1866 -3.0453 -1.8879 -0.639 0.208 0.123 -0.653
C -1.9567 2.3469 0.0665 -1.623 1.565 -1.963 -0.656
C 1.7491 0.8707 2.4358 1.148 -0.418 -0.964 -0.797
C 0.3115 -2.9343 -0.3679 -3.681 -2.940 0.053 -0.068
C -2.5710 0.9999 0.4239 -2.473 3.480 0.791 -0.086
O -1.1656 -0.4195 -1.6703 0.095 0.720 0.381 -1.102
O 3.7770 0.9077 0.7106 1.174 0.365 0.018 -0.993
O -0.4671 -1.9532 0.3570 0.610 2.607 -1.291 -0.796
O -1.6190 0.1040 0.8127 1.427 -1.126 1.095 -0.789
P -0.6378 -0.4027 -0.2943 3.307 -2.866 -0.764 2.257
S 2.6155 0.0392 0.9512 -1.112 0.271 1.476 1.259
H 2.4915 2.4235 -0.8178 0.787 0.355 0.320 0.247
H 0.8944 2.1664 -1.5208 -0.203 -0.023 -0.999 0.236
H 1.7143 -0.1021 -2.5161 0.254 0.401 0.093 0.237
H 3.3120 -0.0615 -1.6024 -0.669 1.259 -0.312 0.252
H -0.6847 -3.6232 -2.2118 -0.028 0.185 0.297 0.213
H 0.1152 -2.1019 -2.3966 0.275 0.383 -0.225 0.239
H 1.0409 -3.5926 -2.2249 0.691 -0.281 -0.313 0.213
H -2.8054 3.1295 0.0810 1.394 -1.016 0.222 0.223
H -1.1173 2.6878 0.6505 0.097 -0.039 0.550 0.216
H -1.6491 2.3576 -1.0113 0.035 -0.167 0.827 0.219
H 0.9984 1.4896 2.0393 -0.895 1.076 -0.593 0.216
H 2.5131 1.4677 2.9417 -0.002 -0.236 -0.256 0.245
H 1.2632 0.2107 3.1174 -0.056 -0.906 0.364 0.227
H 1.3204 -2.9613 -0.0764 1.229 0.276 0.732 0.180
H -0.2723 -3.9161 -0.0252 1.871 1.795 -0.194 0.192
H -3.1071 0.6920 -0.4847 -0.196 -0.375 0.642 0.209
H -3.2735 1.2430 1.3237 1.086 -1.159 -1.581 0.196
```
Positions in Å, forces in eV/Å.

---

# 3
Molecular formula: C6H10O
Method: DFT, the ωB97M-V functional and the def2-TZVPD basis

As for the total energy: -8427.8476 eV. Its structure (SMILES) is C=C(O)/C=C/CC. The HOMO energy is -7.841 eV. The LUMO energy is 0.149 eV.

Geometry as XYZ:
```
17
Properties=species:S:1:pos:R:3:forces:R:3:nbo_charge:R:1
C 0.7124 2.8540 -0.2360 -0.386 1.159 1.415 -0.483
C -0.0240 1.8355 -0.7322 1.727 -1.170 -1.112 0.299
O -0.0483 1.6331 -2.1158 0.156 -0.321 0.327 -0.727
C -0.2332 0.5831 0.0461 -3.609 1.340 -0.276 -0.284
C -0.7436 -0.5325 -0.5345 0.503 0.917 0.143 -0.140
C -0.7097 -1.8561 0.1067 1.065 -2.362 1.680 -0.455
C 0.2493 -1.9911 1.3435 -0.875 1.044 -0.282 -0.600
H 1.7458 3.1539 -0.4015 -0.544 0.440 -1.748 0.213
H 0.3085 3.4621 0.5773 0.319 -1.145 0.890 0.203
H 0.8229 1.4582 -2.4787 0.322 0.000 -0.116 0.480
H -0.3679 0.8021 1.1012 1.147 -0.715 0.234 0.218
H -1.1492 -0.4308 -1.5394 0.523 -0.238 -0.055 0.225
H -0.2883 -2.6711 -0.5018 -0.423 0.586 -0.829 0.215
H -1.6564 -2.2807 0.4482 -0.443 0.423 -0.352 0.220
H 0.4068 -3.0132 1.6853 0.000 -0.118 -0.463 0.210
H -0.2096 -1.4889 2.2013 0.452 0.291 -0.032 0.197
H 1.1844 -1.5176 1.0303 0.068 -0.130 0.576 0.209
```
Positions in Å, forces in eV/Å.

---

# 4
Molecular formula: C2H3IOS
Method: DFT, the ωB97M-V functional and the def2-TZVPD basis

As for the total energy: -23103.1736 eV. The HOMO energy (alpha / beta) is -8.759 / -8.687 eV. The LUMO energy (alpha / beta) is -1.695 / -1.705 eV.

Geometry as XYZ:
```
8
Properties=species:S:1:pos:R:3:forces:R:3:nbo_charge:R:1
C 0.2358 -1.5101 -0.2693 0.395 1.926 2.042 0.373
C -0.1529 1.2752 0.0778 -0.397 -1.640 2.272 -0.735
O 0.3205 -1.0527 -1.3208 0.003 -0.063 -0.488 -0.488
S 0.3598 0.3165 1.5563 0.249 -1.905 -2.388 -0.052
I -0.1150 -3.4438 0.3501 -0.061 -0.585 0.257 0.239
H -1.0007 0.6855 -0.2322 -0.481 1.153 -0.626 0.224
H 0.5712 1.4897 -0.6190 1.927 -0.771 -1.966 0.213
H -0.2188 2.2398 0.4572 -1.636 1.886 0.898 0.226
```
Positions in Å, forces in eV/Å.

---

# 5
Molecular formula: C19H29ClF7IO9PS
Method: DFT, the ωB97M-V functional and the def2-TZVPD basis

As for the total energy: -98365.7923 eV. The total charge is -1. The HOMO energy is -5.494 eV. The LUMO energy is 2.193 eV.

Geometry as XYZ:
```
68
Properties=species:S:1:pos:R:3:forces:R:3:nbo_charge:R:1
C 2.0602 4.3367 -0.4877 -0.669 0.616 -0.003 -0.671
C 0.9953 3.5937 0.5714 3.903 0.308 2.487 -0.083
O 0.2470 2.5089 0.1028 0.189 0.785 -0.463 -0.860
P -1.2311 2.6356 -0.7420 -1.550 -0.699 -0.976 1.771
F -2.8024 2.7874 -1.4863 0.488 -0.293 0.402 -0.653
S -1.2811 4.8334 -0.7454 -0.930 2.770 -0.062 -0.490
C -0.4376 2.7649 -2.4806 -0.777 1.431 -1.844 -0.778
C 0.7875 1.9128 -2.9457 1.426 -0.727 -2.439 -0.455
C 1.6173 0.8459 -2.0794 0.523 0.147 1.381 -0.082
O 2.7189 0.3189 -2.9543 2.640 2.512 1.692 -0.579
C 3.9807 0.9677 -2.4672 2.629 -3.608 3.422 0.806
C 4.4416 2.4702 -2.9784 0.001 -0.321 0.314 -0.748
O 4.7456 0.2831 -1.5913 -4.797 4.415 -5.680 -0.590
C -1.4802 0.7022 -0.9000 0.526 -2.383 -0.141 -0.860
C -3.0011 0.1803 -0.6195 -3.448 -0.836 -7.092 0.559
O -3.8356 0.0189 -1.6860 5.423 0.952 7.410 -0.559
Cl -3.7330 -0.3293 1.0142 1.128 0.696 -1.712 -0.097
C -2.1105 2.7124 0.9500 -1.594 1.147 3.045 -0.908
C -1.4152 1.9285 2.1885 1.963 -6.524 -0.825 0.506
O -0.9008 0.7073 2.2511 -3.334 7.909 -0.636 -0.577
I -1.3408 3.0129 4.1442 -0.080 -0.235 -0.814 -0.030
H 1.7985 4.1549 -1.6093 0.284 0.372 2.085 0.216
H 1.9909 5.4824 -0.2649 0.206 -2.048 -0.613 0.221
H 3.1698 4.0064 -0.3274 -2.131 0.425 -0.079 0.198
H 1.7987 3.0901 1.3178 -1.811 0.836 -1.428 0.177
H 0.5030 4.3752 1.3300 0.418 -1.628 -2.241 0.208
H -2.6351 5.2020 -0.7595 1.333 -0.819 0.082 0.162
H -0.1834 3.9217 -2.6560 -0.445 -2.784 0.465 0.253
H -1.3486 2.5882 -3.2381 2.020 0.247 1.762 0.254
H 1.6176 2.6566 -3.3903 -1.676 -1.625 1.108 0.201
H 0.4598 1.3086 -3.9303 0.774 1.108 2.185 0.216
H 1.0525 -0.1119 -1.7059 0.888 2.038 -0.878 0.212
H 2.1950 1.2925 -1.1346 -1.831 -0.716 -1.863 0.203
H 4.1320 2.7068 -4.0889 0.630 -0.771 2.274 0.245
H 5.6131 2.5553 -2.8110 -2.612 -0.361 -0.453 0.250
H 3.9394 3.2806 -2.2970 0.795 -1.721 -1.221 0.260
H -1.2638 0.3334 -2.0178 -0.885 1.010 2.391 0.260
H -0.6397 0.1569 -0.2633 -2.217 1.062 -0.828 0.271
H -2.1129 3.8645 1.2737 0.132 -2.766 -0.529 0.283
H -3.2789 2.4624 0.9090 2.615 0.120 0.192 0.285
C -5.5772 -1.9230 3.0575 -0.419 0.010 0.120 -0.641
C -4.7591 -2.4201 4.2343 0.326 -0.266 -0.917 -0.083
O -5.2290 -1.8351 5.4578 -1.552 -0.572 1.606 -0.475
C -6.3171 -2.4377 6.0359 0.799 -1.659 -2.800 0.684
O -6.8862 -3.4184 5.5648 0.906 2.250 1.585 -0.535
C -6.6799 -1.7466 7.3496 -0.745 1.275 2.070 0.900
F -6.6600 -0.3861 7.2538 0.074 -1.250 -0.299 -0.308
F -5.8144 -2.0688 8.3547 -0.479 -0.029 -1.093 -0.312
F -7.9239 -2.0752 7.7997 1.168 -0.006 -0.820 -0.309
H -5.5816 -0.8286 3.0267 0.144 -0.180 -0.023 0.223
H -5.1717 -2.3026 2.1154 -0.048 0.051 0.213 0.237
H -6.6206 -2.2429 3.1395 0.154 -0.084 -0.003 0.215
H -3.7159 -2.1081 4.1129 -0.253 0.131 0.331 0.210
H -4.7616 -3.5147 4.2958 -0.205 0.233 0.171 0.194
C 5.3065 -3.2516 -0.7875 -0.262 0.187 -0.269 -0.641
C 5.7700 -4.5881 -1.3356 0.553 0.477 0.604 -0.077
O 4.7301 -5.2030 -2.1106 -0.547 -0.031 -2.004 -0.483
C 4.6139 -4.7777 -3.4094 2.547 1.804 1.209 0.684
O 5.3342 -3.9219 -3.9158 -1.992 -2.172 0.693 -0.524
C 3.5054 -5.5447 -4.1293 -2.076 -0.959 -1.235 0.901
F 2.3738 -5.6671 -3.3776 1.204 0.295 -0.366 -0.307
F 3.8864 -6.8153 -4.4511 0.141 1.043 0.431 -0.315
F 3.1210 -4.9561 -5.2971 0.783 -0.281 1.275 -0.304
H 4.3747 -3.3686 -0.2247 0.198 -0.052 0.017 0.217
H 6.0655 -2.8177 -0.1305 -0.079 -0.080 -0.095 0.220
H 5.1024 -2.5432 -1.5964 0.136 -0.042 0.158 0.244
H 5.9914 -5.2675 -0.5051 -0.294 -0.127 -0.321 0.190
H 6.6905 -4.4880 -1.9224 -0.330 -0.005 -0.114 0.195
```
Positions in Å, forces in eV/Å.

---

# 6
Molecular formula: C19H28AlIN3O3S
Method: DFT, the ωB97M-V functional and the def2-TZVPD basis

The spin multiplicity is 2. As for the total energy: -56305.3282 eV. The expectation value of S² is 0.755. The HOMO energy (alpha / beta) is -6.928 / -7.525 eV. The LUMO energy (alpha / beta) is -0.003 / -0.822 eV.

Geometry as XYZ:
```
56
Properties=species:S:1:pos:R:3:forces:R:3:nbo_charge:R:1
Al 0.8422 -0.1487 0.2577 0.142 0.191 0.057 1.971
O -0.3275 0.6203 -0.8627 0.006 -0.001 -0.027 -0.736
N -0.7695 1.8549 -1.1271 0.020 0.001 0.004 -0.022
C -0.7061 2.7889 -0.1456 0.006 0.007 -0.002 0.006
C -1.1232 4.0651 -0.3632 -0.008 -0.010 0.009 -0.278
C -1.6446 4.3802 -1.6300 0.014 0.002 -0.002 -0.164
C -1.7415 3.4119 -2.5870 0.018 0.001 -0.009 -0.252
C -1.3184 2.0724 -2.3665 -0.057 0.011 0.027 0.039
S -1.4970 0.8370 -3.4996 0.060 0.028 -0.097 -0.329
H -0.3198 2.4499 0.8064 -0.024 0.016 -0.021 0.252
H -1.0541 4.7782 0.4448 -0.007 0.004 0.000 0.246
H -1.9827 5.3854 -1.8457 -0.005 0.003 0.007 0.222
H -2.1577 3.6210 -3.5611 0.003 -0.003 -0.002 0.238
C 3.3818 -1.0659 -2.4509 0.004 0.003 0.009 -0.619
C 2.9839 -1.7063 -1.1287 0.087 0.097 0.016 0.134
C 4.0482 -1.4929 -0.0614 0.022 -0.012 0.001 -0.625
O 1.7531 -1.2000 -0.7093 -0.128 -0.209 -0.046 -0.997
H 4.3056 -1.4999 -2.8389 0.000 -0.007 0.000 0.201
H 3.5369 0.0067 -2.3097 -0.003 0.001 -0.002 0.200
H 2.5906 -1.2002 -3.1884 -0.002 0.004 -0.003 0.217
H 2.8696 -2.7876 -1.2890 -0.003 0.001 -0.004 0.148
H 4.1911 -0.4238 0.1146 -0.005 0.003 0.000 0.205
H 5.0044 -1.9225 -0.3666 0.000 -0.001 -0.003 0.206
H 3.7448 -1.9582 0.8779 -0.004 0.004 0.002 0.210
C -3.0432 -0.7174 -0.6196 -0.049 -0.041 0.056 -0.447
N -2.6576 -2.1422 -0.8483 0.009 -0.026 0.024 -0.332
C -2.8131 -2.4884 -2.2869 0.028 0.012 0.005 -0.424
C -1.2570 -2.4824 -0.3651 -0.093 0.039 -0.028 -0.230
C -1.1143 -2.1872 1.1039 0.034 -0.004 0.011 -0.105
C -1.8547 -2.9597 1.9971 0.024 0.009 0.011 -0.234
C -1.8304 -2.6737 3.3532 -0.012 -0.020 -0.005 -0.215
C -1.0540 -1.6182 3.8090 -0.010 0.008 0.010 -0.201
C -0.2932 -0.8761 2.9151 -0.015 0.019 -0.004 -0.210
C -0.2946 -1.1349 1.5400 -0.038 -0.069 -0.031 -0.477
H -4.0957 -0.6136 -0.8744 -0.008 0.001 0.010 0.211
H -2.4297 -0.1118 -1.2792 -0.042 0.007 -0.006 0.279
H -2.8674 -0.4673 0.4224 0.008 -0.003 0.011 0.241
H -3.2889 -2.7181 -0.2922 -0.001 -0.017 -0.022 0.416
H -2.1583 -1.8239 -2.8521 -0.041 -0.031 0.016 0.266
H -3.8469 -2.3233 -2.5808 0.010 0.007 -0.010 0.221
H -2.5375 -3.5302 -2.4326 0.001 0.007 -0.007 0.215
H -0.5718 -1.9181 -0.9956 0.026 0.011 0.013 0.262
H -1.1366 -3.5441 -0.5900 0.025 0.007 0.031 0.212
H -2.4390 -3.8060 1.6416 -0.014 -0.001 -0.002 0.190
H -2.4048 -3.2737 4.0472 -0.003 0.003 0.001 0.214
H -1.0378 -1.3762 4.8643 0.008 -0.002 0.001 0.218
H 0.3025 -0.0552 3.3007 0.007 -0.002 -0.005 0.223
N 2.5984 3.1169 0.5835 0.025 -0.007 -0.005 -0.792
C 2.3347 2.1635 1.5134 -0.018 0.040 0.016 0.595
O 1.8029 1.0696 1.0883 0.000 -0.087 -0.023 -0.869
C 2.6005 2.3727 2.8610 0.013 -0.025 -0.001 -0.514
I 0.1313 3.4168 3.5288 0.001 0.016 0.021 -0.438
H 2.1797 3.0122 -0.3254 -0.002 0.006 0.005 0.402
H 2.7767 4.0543 0.8998 -0.003 0.001 -0.003 0.402
H 3.1615 3.2386 3.1737 -0.003 0.005 -0.003 0.218
H 2.5286 1.5312 3.5291 -0.001 0.006 0.005 0.230
```
Positions in Å, forces in eV/Å.